# 1
DFT (ωB97M-V/def2-TZVPD) results for C11H17BClF4HfN2OS as an isolated structure at a distorted geometry.

XYZ file:
```
39
Properties=species:S:1:pos:R:3:mulliken_charge:R:1
C -1.07296 -3.29635 -1.22700 -0.9761
C -1.44041 -3.41135 0.24263 -0.1702
C -1.82852 -2.22360 0.98032 -0.5752
B -0.46786 -1.03771 1.28556 -0.2864
Cl -1.08351 0.10361 2.59326 -0.2387
C -0.28181 -0.11063 -0.06049 -0.5076
C 0.99854 -0.43304 -0.85061 -0.2196
C 0.95927 0.21865 -2.24110 -1.3590
C 1.14901 1.74691 -2.22946 -0.6643
S -0.49505 2.59913 -2.25270 -0.0313
C -0.31863 3.90603 -1.20383 0.7386
N 0.72883 4.72072 -1.02653 -0.0938
N 0.42004 5.61853 -0.13584 -0.3119
C -0.85504 5.41670 0.24952 -0.2556
O -1.34366 4.30370 -0.41985 -0.1693
C 0.77593 -1.85009 1.96516 0.7023
F 1.29545 -2.80790 1.20522 -0.2213
F 0.34545 -2.44398 3.08917 -0.2761
C 1.95831 -0.81426 2.41250 0.4171
F 3.04817 -1.11785 1.71403 -0.2142
F 2.18871 -1.00692 3.71289 -0.2151
H -0.00948 -3.48563 -1.32078 0.3149
H -1.53359 -4.11339 -1.77094 0.4148
H -1.34916 -2.34966 -1.66614 0.2095
H -0.70552 -3.99995 0.79436 0.3508
H -2.38337 -4.02409 0.30975 0.4502
H -2.25505 -2.41172 1.96541 0.5289
H -2.56116 -1.64618 0.42139 0.4375
H -0.22115 0.91515 0.28871 -0.1454
H -1.12528 -0.11421 -0.74066 0.6120
H 1.15133 -1.49036 -1.01335 0.3913
H 1.87619 -0.07456 -0.32391 0.5054
H 0.00105 0.01248 -2.70666 0.4182
H 1.76134 -0.16555 -2.85842 0.4666
H 1.75150 2.09868 -1.40148 0.4331
H 1.64417 2.06755 -3.13545 0.5374
H -1.44276 6.07857 0.94076 0.5213
H 1.66526 0.22515 2.25921 0.2083
Hf -0.94459 4.39741 2.15537 1.2725
```

Computed properties:
total charge = +3
lowest unoccupied orbital energy = -14.21 eV
gap between HOMO and LUMO = 0.188 hartree
HOMO energy = -19.3 eV


# 2
DFT (ωB97M-V/def2-TZVPD) results for C11H17BF3O10 as an isolated structure at a distorted geometry.

XYZ file:
```
42
Properties=species:S:1:pos:R:3:mulliken_charge:R:1
B -0.21212 -2.94506 -1.89531 0.9349
C -1.07029 -4.33229 -1.86474 -0.5379
O -2.38593 -4.29874 -2.48508 -0.4339
C -3.22912 -3.37067 -1.88001 -0.4783
H 0.37509 -2.80043 -0.81623 -0.5934
H -0.93429 -1.98418 -2.07085 -0.4548
H 0.61531 -2.97330 -2.79288 -0.2965
H -1.21735 -4.72279 -0.82518 0.2119
H -0.55468 -5.13762 -2.41759 0.1857
H -4.26369 -3.74379 -1.93369 0.2631
H -2.96999 -3.20992 -0.82319 0.1499
H -3.17901 -2.39071 -2.37671 0.1456
C 0.19078 2.97214 -2.07305 -0.5368
C -0.50170 1.97223 -2.98575 0.3323
O -0.44334 0.79034 -2.20472 -0.3100
C -0.42006 1.14184 -0.92281 0.4455
O -0.62368 0.42458 0.00498 -0.2689
O -0.11441 2.43910 -0.79077 -0.2069
F 0.19026 1.79083 -4.14255 -0.2890
H 1.26806 2.92080 -2.25004 0.2727
H -0.15519 4.00037 -2.14161 0.2952
H -1.54099 2.19559 -3.24426 0.2922
C 1.13144 2.63411 3.32409 -0.3282
C 0.24295 3.84727 3.18789 0.3240
O 0.90560 4.62744 2.21664 -0.3411
C 1.69812 3.79551 1.48890 0.7189
O 2.23862 4.10756 0.48494 -0.5644
O 1.74890 2.57570 2.04448 -0.2766
F 0.14652 4.56394 4.35043 -0.3108
H 1.92463 2.79189 4.05974 0.2615
H 0.60027 1.70983 3.54106 0.2369
H -0.76551 3.62321 2.82900 0.2655
C 1.40452 -2.06069 0.96165 -0.5754
C 0.31181 -1.02278 1.09674 1.0342
O 0.59600 -0.46831 2.39079 -0.3776
C 1.89626 -0.69105 2.68595 0.5743
O 2.43084 -0.20922 3.63671 -0.5910
O 2.45265 -1.54364 1.80332 -0.3737
F -0.94449 -1.58670 1.13544 -0.3463
H 1.05909 -3.01098 1.38170 0.3179
H 1.76188 -2.19529 -0.05539 0.4561
H 0.33621 -0.22611 0.36793 -0.2268
```

Computed properties:
total charge = -1
lowest unoccupied orbital energy = 2.44 eV
gap between HOMO and LUMO = 0.252 hartree
HOMO energy = -4.4 eV


# 3
DFT (ωB97M-V/def2-TZVPD) results for a 2-piece molecular cluster, C11H17BNO6S overall at a distorted geometry.

XYZ file:
```
37
Properties=species:S:1:pos:R:3:mulliken_charge:R:1
C -0.47860 0.62993 -4.58506 -0.9988
C 0.23134 -0.55240 -3.88185 -0.4735
N 0.15076 -0.60480 -2.41937 -0.2866
B -0.56328 0.53269 -1.73166 1.0708
O -0.55094 0.15686 -0.26495 -0.6893
C -0.64231 1.37472 0.43092 -0.6690
C 0.08316 2.49471 -0.47109 -0.0079
S 1.74130 3.01968 0.10710 1.1768
C 2.87569 1.66106 -0.29267 -0.8601
O 1.72061 3.25818 1.58477 -0.6898
O 2.15786 4.30390 -0.54640 -0.7163
O 0.18035 1.83308 -1.68607 -0.8209
H -1.57503 0.64071 -4.46045 0.2379
H -0.03256 1.61933 -4.37371 0.1928
H -0.32484 0.48238 -5.68225 0.3822
H 1.28730 -0.57925 -4.22972 0.2988
H -0.23342 -1.48887 -4.28536 0.2516
H 1.03940 -0.82883 -1.99444 0.1813
H -1.73279 0.63076 -2.02654 -0.3941
H -1.73383 1.56622 0.50195 0.2532
H -0.11576 1.42585 1.40059 0.3289
H -0.55383 3.39827 -0.48869 0.2247
H 3.90245 1.87732 0.04419 0.3965
H 2.46145 0.73085 0.13143 0.2238
H 2.92987 1.53464 -1.39003 0.2668
C -0.00252 -2.16427 4.35549 -0.4726
C -0.89436 -3.11302 4.63236 -0.3828
C -1.97903 -3.44698 3.68222 0.3443
O -2.79327 -4.31425 3.94036 -0.5906
C -2.03410 -2.68876 2.41485 -0.4931
C -1.14382 -1.73583 2.13137 -0.1383
C -0.05691 -1.40320 3.08455 0.2525
O 0.76294 -0.54429 2.84196 -0.4927
H 0.79770 -1.90622 5.03821 0.4142
H -0.86929 -3.67929 5.55521 0.3882
H -2.83433 -2.94929 1.73402 0.4492
H -1.17737 -1.17158 1.19876 0.8418
```

Computed properties:
total charge = -1
lowest unoccupied orbital energy = 0.89 eV
gap between HOMO and LUMO = 0.205 hartree
HOMO energy = -4.7 eV


# 4
DFT (ωB97M-V/def2-TZVPD) results for C11H17Cl2NO2ReS as an isolated structure at a distorted geometry.

XYZ file:
```
35
Properties=species:S:1:pos:R:3:mulliken_charge:R:1
C 1.75783 1.54301 -0.71793 1.0033
C 0.98680 2.17163 0.31449 -0.7612
C -0.37313 2.27105 -0.13798 1.1972
C 1.54825 2.86911 1.51584 -1.3800
C -0.44189 1.72097 -1.45042 0.8218
C 0.87279 1.24406 -1.81252 0.9055
C 1.24746 0.57330 -3.09430 -1.7441
C 3.23565 1.33713 -0.65952 -1.6251
C -1.42383 3.09974 0.52955 -1.7779
C -1.66353 1.72071 -2.31638 -1.8677
Re 0.26854 0.08423 0.00340 0.7727
Cl 0.73693 0.21298 2.31652 -0.3984
Cl 1.85293 -1.63392 -0.16985 -0.3097
O -0.81107 -0.82598 -1.34188 -0.6235
H 2.40617 2.32916 1.91964 0.3552
H 0.80803 2.95720 2.31349 0.3789
H 1.88163 3.88025 1.25733 0.3283
H -1.43581 2.93850 1.61000 0.3758
H -2.41775 2.89587 0.12651 0.3850
H -1.23343 4.17117 0.37607 0.2796
H -2.58134 1.65041 -1.72517 0.4122
H -1.65147 0.88642 -3.02261 0.3387
H -1.73198 2.64738 -2.89857 0.3063
H 0.39508 0.02755 -3.50121 0.3139
H 2.03360 -0.16412 -2.93309 0.3964
H 1.59328 1.27447 -3.86308 0.2748
H 3.53561 1.02546 0.34367 0.4007
H 3.77799 2.26205 -0.88759 0.3012
H 3.54847 0.56622 -1.36471 0.4054
H -1.61124 -1.28587 -1.04998 0.2398
O 2.49006 -3.27851 -2.94551 -1.0758
H 2.09942 -3.83699 -3.65786 0.0897
S -1.51627 -1.68289 1.34258 -0.2205
C -1.62774 -3.06504 2.22432 0.2375
N -1.89822 -4.00947 2.88441 -0.7363
```

Computed properties:
spin multiplicity = 4
total charge = -2
lowest unoccupied orbital energy (alpha / beta) = 4.59 / 4.53 eV
gap between HOMO and LUMO (alpha / beta) = 0.162 / 0.159 hartree
HOMO energy (alpha / beta) = 0.2 / 0.2 eV


# 5
DFT (ωB97M-V/def2-TZVPD) results for a 4-piece molecular cluster, C11H17Cl6N overall at a distorted geometry.

XYZ file:
```
35
Properties=species:S:1:pos:R:3:mulliken_charge:R:1
C -0.57815 -4.03507 -1.83734 -0.1610
C -0.80153 -3.07027 -2.78933 -0.3056
C -1.28217 -1.77192 -2.30807 -0.1593
N -1.59759 -1.60437 -1.03403 -0.5267
C -1.33134 -2.54115 -0.13760 -0.1948
C -0.74288 -3.77961 -0.52119 -0.4508
H -0.34884 -5.02310 -2.20830 0.3513
H -0.58319 -3.33084 -3.81442 0.3464
H -1.43788 -1.08037 -3.12287 0.3539
H -1.47522 -2.17412 0.86788 0.3965
H -0.49837 -4.54139 0.20430 0.3563
Cl -7.41676 3.04298 -3.13691 -0.1706
C -5.71570 3.28492 -3.51460 -0.4656
C -4.73505 2.71486 -2.49350 -0.3780
Cl -4.58455 3.75601 -1.07904 -0.1877
H -5.42543 4.22703 -3.97964 0.3782
H -5.63929 2.61579 -4.37164 0.2550
H -3.74470 2.59711 -2.93332 0.2690
H -5.21077 1.77602 -2.21004 0.2990
Cl 3.79159 1.86854 0.92908 -0.1434
C 2.57115 2.88799 0.18427 -0.2956
C 1.30358 2.10087 0.25287 -0.5417
Cl 0.78414 2.08522 1.88536 -0.1820
H 2.68879 3.12516 -0.87308 0.2765
H 2.42064 3.81013 0.74561 0.2950
H 1.38955 1.06899 -0.08763 0.3282
H 0.40665 2.47109 -0.24367 0.2597
Cl 5.91118 -0.07564 5.87753 -0.1994
C 4.44484 -0.77705 5.21451 -0.3746
C 4.99266 -1.79771 4.20376 -0.5067
Cl 3.58250 -2.62484 3.46861 -0.2116
H 3.75446 -0.05037 4.78625 0.2993
H 3.84911 -1.21585 6.01492 0.3080
H 5.63612 -2.56045 4.64226 0.3482
H 5.62242 -1.37857 3.41902 0.3344
```

Computed properties:
relative energy (zero: lowest compared OMol25 entry of this formula, charge and spin) = 6.5 kcal/mol
SMILES = c1ccncc1.ClCCCl.ClCCCl.ClCCCl
lowest unoccupied orbital energy = 0.47 eV
gap between HOMO and LUMO = 0.371 hartree
HOMO energy = -9.6 eV


# 6
DFT (ωB97M-V/def2-TZVPD) results for a 2-piece molecular cluster, C11H17N2 overall at a distorted geometry.

XYZ file:
```
30
Properties=species:S:1:pos:R:3:mulliken_charge:R:1
C -0.55255 -3.49592 0.23131 -1.3216
C -1.20475 0.11759 0.94400 -0.1912
C -0.39909 -1.00852 1.15342 0.9510
C -0.92502 -2.07337 0.37536 0.7185
C -1.96563 -1.46860 -0.40155 -0.5249
C -0.96428 1.25986 1.67591 -0.7409
C 0.14363 1.22182 2.53841 -0.4478
C 0.63142 -1.08805 2.11385 -0.5166
C 0.87718 0.06175 2.83781 -0.8247
N -2.13970 -0.19007 -0.06852 0.0285
H -3.09120 0.14841 -0.20095 0.3292
H -1.58529 2.13087 1.53868 0.5154
H -2.51321 -1.95580 -1.19809 0.4639
H 0.32245 2.04910 3.19708 0.4958
H 1.07311 -2.04958 2.31465 0.4566
H -1.35466 -4.14272 0.59224 0.3636
H 0.34967 -3.76319 0.77567 0.3934
H 1.61779 0.15510 3.60844 0.4849
H -0.40316 -3.72118 -0.82839 0.3601
C 1.17108 1.92018 -1.36847 0.0886
C 0.90783 2.56520 -2.71436 -1.4023
N 1.26938 0.40653 -1.52579 -0.1706
H 2.09286 2.26141 -0.91122 0.3734
H 0.36908 2.20154 -0.68601 0.0707
H -0.12526 2.48551 -2.99984 0.3895
H 1.47715 2.18468 -3.56794 0.4200
H 0.35989 0.00096 -1.29794 0.0953
H 1.39588 0.19039 -2.51638 0.3998
H 1.95012 -0.01411 -0.88731 0.3856
H 1.21527 3.61019 -2.72409 0.3569
```

Computed properties:
relative energy (zero: lowest compared OMol25 entry of this formula, charge and spin) = 7.7 kcal/mol
spin multiplicity = 2
total charge = +2
lowest unoccupied orbital energy (alpha / beta) = -7.07 / -10.22 eV
gap between HOMO and LUMO (alpha / beta) = 0.339 / 0.248 hartree
HOMO energy (alpha / beta) = -16.3 / -17.0 eV


Number 1: DFT total energy -1943.3041 hartree. Number 2: DFT total energy -1506.1334 hartree. Number 3: DFT total energy -1358.6447 hartree. Number 4: DFT total energy -2031.4047 hartree. Number 5: DFT total energy -3245.2005 hartree. Number 6: DFT total energy -538.2319 hartree.